C4H4ClFO in the gas phase at a distorted geometry. Source: the OMol25 dataset; level of theory: ωB97M-V/def2-TZVPD.

Output
max |F|: 1.6 eV/Å
energy above the lowest of the compared OMol25 structures with the same formula, charge and spin: 120.6 kJ/mol

Geometry (Å):
1 C -0.576 0.646 0.230
2 C 0.164 0.167 -0.776
3 C 1.400 -1.750 -0.086
4 C 1.974 -2.836 -0.517
5 H 0.354 0.757 -1.663
6 H 1.718 -1.284 0.863
7 H 2.638 -3.426 0.080
8 H 1.750 -3.218 -1.498
9 O 0.477 -1.156 -0.874
10 F -1.025 -0.030 1.269
11 Cl -1.107 2.313 0.276